18
Properties=species:S:1:pos:R:3:forces:R:3 method="wB97M-V/def2-TZVPD" homo_lumo_gap_ev=8.146 e_above_lowest_kj_mol=510.3 largest_force_ev_per_a=4.376 homo_energy_ev=-9.6
C -1.057 0.284 -1.280 2.091 0.103 1.061
C -1.027 1.645 -0.802 -0.242 1.949 1.676
C -0.329 -0.733 -0.688 -1.435 2.098 0.881
C -0.310 2.113 0.280 -1.287 -1.097 -1.580
C 0.730 1.273 0.976 -0.196 -2.916 -3.257
C 0.334 -0.642 0.723 -1.505 3.830 -0.438
N 1.481 -1.340 0.927 1.756 -0.149 0.489
N -0.411 -2.006 -1.283 1.003 -1.869 -1.353
O -0.652 -2.091 -2.472 -0.635 0.581 -0.371
O -0.084 -2.994 -0.646 -0.192 0.078 1.008
F -0.444 3.404 0.631 0.332 -0.831 0.099
F 0.860 1.512 2.275 0.429 0.151 0.394
F -0.578 -0.896 1.756 -0.248 0.203 -0.646
H -1.584 0.309 -2.229 0.107 -1.363 0.096
H -1.723 2.370 -1.313 1.018 -0.785 0.656
H 1.657 1.367 0.284 -0.825 -0.128 1.795
H 1.739 -1.244 1.888 0.570 1.151 0.817
H 1.397 -2.333 0.972 -0.742 -1.008 -1.328